ORCA calculation (ωB97M-V/def2-TZVPD) on a cluster of 8 separate species, C5H26N2O7 in total.

The relative energy (zero: lowest compared OMol25 entry of this formula, charge and spin) comes out at 55.6 kcal/mol. As for the SMILES: NC[C@@H]1CCCN1.O.O.O.O.O.O.O. The HOMO energy comes out at -8.4 eV. As for the orbital gap: 8.47 eV.

Each atom is followed by the atoms it is bonded to, with distances in Å.
Cartesian coordinates (Å):
1 N -0.912 0.258 0.445  C2 1.496, C5 1.454, H8 1.007
2 C -1.467 -0.998 1.040  N1 1.496, C3 1.582, H9 1.114, H10 1.073
3 C -2.451 -0.604 2.214  C2 1.582, C4 1.507, H11 1.073, H12 1.158
4 C -2.712 0.824 1.807  C3 1.507, C5 1.638, H13 1.070, H14 1.134
5 C -1.202 1.313 1.403  N1 1.454, C4 1.638, C6 1.530, H15 1.118
6 C -0.188 1.576 2.518  C5 1.530, N7 1.500, H16 1.129, H17 1.086
7 N 1.235 1.395 2.081  C6 1.500, H18 1.004, H19 1.027
8 H -1.015 0.497 -0.528  N1 1.007
9 H -2.007 -1.480 0.194  C2 1.114
10 H -0.693 -1.676 1.344  C2 1.073
11 H -1.939 -0.723 3.149  C3 1.073
12 H -3.356 -1.301 2.402  C3 1.158
13 H -3.392 0.801 0.982  C4 1.070
14 H -3.199 1.470 2.603  C4 1.134
15 H -1.342 2.276 0.853  C5 1.118
16 H -0.310 2.560 3.057  C6 1.129
17 H -0.479 0.999 3.391  C6 1.086
18 H 1.279 0.571 1.510  N7 1.004
19 H 1.437 2.135 1.399  N7 1.027
20 H 1.348 -2.355 -2.800  O22 0.968
21 H 0.143 -3.022 -3.030  O22 0.963
22 O 0.615 -2.283 -3.427  H20 0.968, H21 0.963
23 H 0.791 -3.997 -0.540  O25 0.958
24 H 1.512 -2.637 -0.158  O25 0.977
25 O 1.221 -3.215 -0.889  H23 0.958, H24 0.977
26 H 2.778 0.097 -0.372  O28 0.957
27 H 3.097 1.565 -0.291  O28 0.934
28 O 3.424 0.757 -0.625  H26 0.957, H27 0.934
29 H 3.739 -1.470 0.873  O31 1.011
30 H 3.065 -1.019 2.153  O31 0.969
31 O 2.865 -1.561 1.375  H29 1.011, H30 0.969
32 H -1.459 -1.737 -2.948  O34 0.948
33 H -1.237 -0.419 -2.346  O34 0.990
34 O -1.944 -1.106 -2.432  H32 0.948, H33 0.990
35 H 1.156 0.974 -1.675  O37 0.951
36 H 1.256 1.930 -2.890  O37 0.977
37 O 0.644 1.377 -2.367  H35 0.951, H36 0.977
38 H -0.616 2.414 -1.667  O40 0.968
39 H -1.063 3.941 -1.200  O40 0.966
40 O -1.042 2.992 -1.019  H38 0.968, H39 0.966